{
  "formula": "C2H3BrN2O2",
  "method": "ωB97M-V/def2-TZVPD",
  "symbols": ["C", "C", "Br", "N", "N", "O", "O", "H", "H", "H"],
  "positions_angstrom": [[0.0601, 0.1332, 0.0158], [-1.0982, -0.5628, 0.6763], [-0.3534, -1.9037, 2.2445], [-2.3149, -0.5133, 0.6131], [-3.3442, -1.1278, 1.5389], [-3.1308, -0.9222, 2.6839], [-4.2537, -1.5326, 0.9273], [0.5889, -0.6838, -0.5593], [0.7879, 0.6090, 0.6808], [-0.3269, 0.9361, -0.6469]],
  "energy_ha": -2911.85239,
  "e_above_lowest_ev": 0.662,
  "lumo_energy_ev": -0.43,
  "smiles": "C/C(Br)=N/[N+](=O)[O-]",
  "charge": 0,
  "orbital_gap_ev": 9.9,
  "multiplicity": 1
}

{
  "formula": "C2H3BrN2O4",
  "method": "ωB97M-V/def2-TZVPD",
  "symbols": ["C", "C", "N", "N", "O", "O", "O", "O", "Br", "H", "H", "H"],
  "positions_angstrom": [[-0.8030, -0.2275, 0.7355], [0.5953, -0.0886, 0.2165], [-1.1131, -0.4968, -1.5234], [1.2871, 1.1866, 0.3835], [2.4675, 1.1929, 0.1533], [0.6039, 2.1246, 0.7167], [-1.7600, -0.1552, -0.3657], [0.0186, 0.1109, -1.5770], [1.7599, -1.5547, 0.2626], [-0.9390, -1.1835, 1.2502], [-1.0636, 0.6147, 1.3817], [-1.0535, -1.5234, -1.6340]],
  "energy_ha": -3062.22540,
  "e_above_lowest_ev": 0.966,
  "lumo_energy_ev": [-1.28, -1.28],
  "charge": 0,
  "orbital_gap_ev": [8.3, 8.3],
  "multiplicity": 1
}

{
  "formula": "C2H3BrN2O4",
  "method": "ωB97M-V/def2-TZVPD",
  "symbols": ["C", "C", "N", "N", "O", "O", "O", "O", "Br", "H", "H", "H"],
  "positions_angstrom": [[0.1161, -0.0723, 1.2973], [-0.3175, -0.3392, -0.0515], [-1.2069, 0.5839, -0.6925], [0.3840, -1.3077, -0.8601], [-1.6276, 0.3189, -1.7933], [-1.4667, 1.5757, -0.0381], [0.6663, -0.9901, -1.9871], [0.6631, -2.3466, -0.3027], [2.0655, 2.4409, -0.4885], [0.6603, -0.9164, 1.7170], [0.7847, 0.8185, 1.2682], [-0.7214, 0.2344, 1.9313]],
  "energy_ha": -3062.19209,
  "e_above_lowest_ev": 1.872,
  "lumo_energy_ev": [-2.86, -4.14],
  "charge": 0,
  "orbital_gap_ev": [8.7, 6.4],
  "multiplicity": 1
}

{
  "formula": "C2H3BrN2S",
  "method": "ωB97M-V/def2-TZVPD",
  "symbols": ["C", "N", "N", "C", "S", "Br", "H", "H", "H"],
  "positions_angstrom": [[0.0363, -1.5311, 1.6310], [0.4823, -1.0837, 0.5316], [0.4897, 0.0909, 0.0189], [-0.3680, 0.6984, -0.6632], [0.0918, 2.3230, -1.2860], [1.0620, 2.4232, -3.5007], [-0.5565, -0.7332, 2.2416], [0.1772, -2.5772, 1.8327], [-1.4148, 0.3897, -0.8059]],
  "energy_ha": -3159.61210,
  "e_above_lowest_ev": 2.564,
  "lumo_energy_ev": -1.73,
  "smiles": "C=N/N=C/SBr",
  "charge": 0,
  "orbital_gap_ev": 7.6,
  "multiplicity": 1
}

> What is the multiplicity in the fourth record?

1